DFT (the ωB97M-V functional and the def2-TZVPD basis) results for a cluster of 5 separate species, C34H83ClNO14P2 in total.

Each atom is followed by the atoms it is bonded to, with distances in Å.
Element x y z (Å)
1 C -1.972 -0.484 0.782  C2 1.639, H17 1.171, H18 1.184, H19 1.193
2 C -0.556 0.305 1.025  C1 1.639, C3 1.644, H20 1.170, H21 1.192
3 C 0.005 1.138 -0.277  C2 1.644, C4 1.640, H22 1.193, H23 1.194
4 C -0.937 2.392 -0.753  C3 1.640, C5 1.650, H24 1.188, H25 1.193
5 C -1.110 3.586 0.373  C4 1.650, C6 1.639, H26 1.194, H27 1.183
6 C -2.368 3.275 1.377  C5 1.639, P7 1.909, H28 1.194, H29 1.177
7 P -3.880 4.423 1.168  C6 1.909, Cl8 2.166, C9 1.924, P14 2.188, H30 1.444, H31 1.467
8 Cl -5.087 2.626 1.077  P7 2.166
9 C -5.502 5.446 1.013  P7 1.924, C10 1.665, H32 1.194, H33 1.180
10 C -6.603 5.116 2.218  C9 1.665, C11 1.651, H34 1.194, H35 1.173
11 C -8.084 4.683 1.632  C10 1.651, C12 1.640, H36 1.194, H37 1.171
12 C -8.513 3.132 1.948  C11 1.640, N13 1.543, H38 1.178, H39 1.177
13 N -9.974 2.930 1.495  C12 1.543, H40 1.064, H41 1.064
14 P -3.821 4.356 -1.018  P7 2.188, O15 1.743, O16 1.741
15 O -4.118 5.994 -1.532  P14 1.743, H42 1.011
16 O -4.966 3.220 -1.676  P14 1.741, H43 1.006
17 H -2.452 -0.334 -0.276  C1 1.171
18 H -1.897 -1.633 1.057  C1 1.184
19 H -2.751 -0.031 1.564  C1 1.193
20 H -0.590 1.046 1.930  C2 1.170
21 H 0.256 -0.534 1.263  C2 1.192
22 H 1.154 1.424 -0.132  C3 1.193
23 H 0.006 0.361 -1.184  C3 1.194
24 H -0.595 2.822 -1.806  C4 1.188
25 H -2.034 1.963 -0.938  C4 1.193
26 H -0.126 3.532 1.046  C5 1.194
27 H -1.106 4.677 -0.085  C5 1.183
28 H -1.971 3.420 2.494  C6 1.194
29 H -2.723 2.156 1.302  C6 1.177
30 H -4.052 4.474 2.601  P7 1.444
31 H -3.060 5.639 1.172  P7 1.467
32 H -6.090 5.221 -0.001  C9 1.194
33 H -5.225 6.593 1.005  C9 1.180
34 H -6.772 6.162 2.766  C10 1.194
35 H -6.187 4.392 3.041  C10 1.173
36 H -8.891 5.371 2.182  C11 1.194
37 H -8.227 4.875 0.486  C11 1.171
38 H -8.506 2.845 3.091  C12 1.178
39 H -7.896 2.320 1.360  C12 1.177
40 H -10.033 1.876 1.360  N13 1.064
41 H -9.952 3.290 0.493  N13 1.064
42 H -3.251 6.391 -1.867  O15 1.011
43 H -5.878 3.637 -1.596  O16 1.006
44 C 4.568 3.446 -2.630  O45 1.419, H53 1.094, H54 1.094, H55 1.096
45 O 5.100 2.135 -2.744  C44 1.419, C46 1.427
46 C 4.967 1.377 -1.542  O45 1.427, C47 1.533, H56 1.096, H57 1.097
47 C 4.563 -0.069 -1.847  C46 1.533, O48 1.434, H58 1.096, H59 1.090
48 O 3.211 -0.224 -2.299  C47 1.434, C49 1.435
49 C 2.913 0.269 -3.613  O48 1.435, C50 1.534, H60 1.090, H61 1.096
50 C 3.602 -0.501 -4.747  C49 1.534, O51 1.425, H62 1.095, H63 1.095
51 O 4.984 -0.159 -4.806  C50 1.425, C52 1.424
52 C 5.811 -1.263 -5.164  O51 1.424, H64 1.093, H65 1.091, H66 1.094
53 H 5.222 4.065 -2.009  C44 1.094
54 H 4.512 3.880 -3.633  C44 1.094
55 H 3.555 3.426 -2.213  C44 1.096
56 H 4.228 1.825 -0.867  C46 1.096
57 H 5.944 1.385 -1.044  C46 1.097
58 H 4.621 -0.631 -0.908  C47 1.096
59 H 5.261 -0.553 -2.529  C47 1.090
60 H 3.100 1.341 -3.676  C49 1.090
61 H 1.831 0.139 -3.732  C49 1.096
62 H 3.158 -0.215 -5.707  C50 1.095
63 H 3.457 -1.575 -4.594  C50 1.095
64 H 5.559 -2.157 -4.588  C52 1.093
65 H 6.846 -1.000 -4.944  C52 1.091
66 H 5.719 -1.463 -6.236  C52 1.094
67 C 1.450 3.288 7.281  O68 1.419, H76 1.094, H77 1.094, H78 1.096
68 O 2.364 2.544 6.491  C67 1.419, C69 1.427
69 C 3.339 1.856 7.274  O68 1.427, C70 1.533, H79 1.096, H80 1.097
70 C 3.593 0.449 6.722  C69 1.533, O71 1.434, H81 1.096, H82 1.090
71 O 2.518 -0.475 6.937  C70 1.434, C72 1.435
72 C 1.322 -0.256 6.174  O71 1.435, C73 1.534, H83 1.090, H84 1.096
73 C 1.486 -0.473 4.665  C72 1.534, O74 1.425, H85 1.095, H86 1.095
74 O 2.195 0.618 4.084  C73 1.425, C75 1.424
75 C 3.061 0.214 3.027  O74 1.424, H87 1.093, H88 1.091, H89 1.094
76 H 1.942 4.175 7.690  C67 1.094
77 H 0.622 3.603 6.639  C67 1.094
78 H 1.036 2.676 8.090  C67 1.096
79 H 3.031 1.783 8.323  C69 1.096
80 H 4.266 2.440 7.223  C69 1.097
81 H 4.448 0.032 7.267  C70 1.096
82 H 3.889 0.469 5.673  C70 1.090
83 H 0.892 0.720 6.402  C72 1.090
84 H 0.606 -0.999 6.542  C72 1.096
85 H 0.500 -0.507 4.190  C73 1.095
86 H 1.998 -1.426 4.492  C73 1.095
87 H 3.660 -0.655 3.310  C75 1.093
88 H 3.742 1.038 2.810  C75 1.091
89 H 2.475 -0.004 2.130  C75 1.094
90 C 8.692 -4.110 -1.859  O91 1.419, H99 1.094, H100 1.094, H101 1.096
91 O 8.884 -4.803 -3.082  C90 1.419, C92 1.427
92 C 7.921 -4.450 -4.075  O91 1.427, C93 1.533, H102 1.096, H103 1.097
93 C 8.577 -4.311 -5.453  C92 1.533, O94 1.434, H104 1.096, H105 1.090
94 O 9.407 -3.151 -5.599  C93 1.434, C95 1.435
95 C 10.643 -3.150 -4.870  O94 1.435, C96 1.534, H106 1.090, H107 1.096
96 C 11.659 -4.195 -5.349  C95 1.534, O97 1.425, H108 1.095, H109 1.095
97 O 11.270 -5.496 -4.915  C96 1.425, C98 1.424
98 C 11.574 -6.510 -5.868  O97 1.424, H110 1.093, H111 1.091, H112 1.094
99 H 7.814 -4.504 -1.338  C90 1.094
100 H 9.577 -4.267 -1.236  C90 1.094
101 H 8.583 -3.033 -2.027  C90 1.096
102 H 7.409 -3.515 -3.822  C92 1.096
103 H 7.177 -5.256 -4.106  C92 1.097
104 H 7.774 -4.188 -6.188  C93 1.096
105 H 9.113 -5.214 -5.743  C93 1.090
106 H 10.461 -3.221 -3.798  C95 1.090
107 H 11.079 -2.159 -5.042  C95 1.096
108 H 12.638 -3.986 -4.904  C96 1.095
109 H 11.745 -4.142 -6.439  C96 1.095
110 H 11.259 -6.223 -6.875  C98 1.093
111 H 11.031 -7.414 -5.590  C98 1.091
112 H 12.646 -6.724 -5.853  C98 1.094
113 C -10.074 -4.241 -1.677  O114 1.419, H122 1.094, H123 1.094, H124 1.096
114 O -9.052 -3.750 -0.823  C113 1.419, C115 1.427
115 C -8.547 -2.481 -1.236  O114 1.427, C116 1.533, H125 1.096, H126 1.097
116 C -8.317 -1.562 -0.032  C115 1.533, O117 1.434, H127 1.096, H128 1.090
117 O -9.518 -1.077 0.582  C116 1.434, C118 1.435
118 C -10.302 -2.037 1.305  O117 1.435, C119 1.534, H129 1.090, H130 1.096
119 C -9.625 -2.580 2.570  C118 1.534, O120 1.425, H131 1.095, H132 1.095
120 O -8.600 -3.507 2.222  C119 1.425, C121 1.424
121 C -7.475 -3.438 3.092  O120 1.424, H133 1.093, H134 1.091, H135 1.094
122 H -9.643 -4.573 -2.626  C113 1.094
123 H -10.550 -5.094 -1.183  C113 1.094
124 H -10.842 -3.480 -1.852  C113 1.096
125 H -9.228 -1.990 -1.941  C115 1.096
126 H -7.592 -2.662 -1.744  C115 1.097
127 H -7.795 -0.669 -0.395  C116 1.096
128 H -7.655 -2.015 0.706  C116 1.090
129 H -10.637 -2.838 0.646  C118 1.090
130 H -11.204 -1.498 1.615  C118 1.096
131 H -10.360 -3.124 3.174  C119 1.095
132 H -9.232 -1.743 3.156  C119 1.095
133 H -7.156 -2.405 3.256  C121 1.093
134 H -6.648 -3.976 2.626  C121 1.091
135 H -7.713 -3.917 4.046  C121 1.094

Values from the calculation:
Calculated total energy ... -97847.125 eV
Charge ... -1
HOMO ... -3.204 eV
ΔE to the lowest compared entry with this formula, charge and spin ... 457.8 kJ/mol